Entry 1:
Entry from the OMol25 dataset: an isolated molecule of C5H7N (ωB97M-V/def2-TZVPD).

Geometry (Å):
C 0.11310 1.84517 0.02425
C -0.43573 0.45456 0.11742
C -0.78903 -0.36716 -0.92886
C -0.25857 -1.66104 -0.65769
C 0.34444 -1.60570 0.57661
N 0.18527 -0.33431 1.05375
H 0.04197 2.43924 0.94038
H 1.16967 1.67321 -0.19118
H -0.29574 2.39887 -0.82282
H -1.28875 -0.03996 -1.83389
H -0.25903 -2.50584 -1.33156
H 0.92090 -2.32855 1.13514
H 0.55151 0.03150 1.91845

Atoms 1-2, force components in eV/Å:
-0.3725 0.2402 -0.0597
0.5161 -0.0629 -0.1696

Summary:
HOMO energy: -7.93 eV
HOMO-LUMO gap: 8.976 eV
SMILES: Cc1ccc[nH]1
charge: 0

Here are the Löwdin charges for atoms 1 to 4, given in e: -0.0484, -0.3452, -0.0752, -0.1022

***

Entry 2:
Entry from the OMol25 dataset: a structure of composition C7H11N (ωB97M-V/def2-TZVPD).

Geometry (Å):
C 0.14579 1.04520 1.35359
C -0.09994 -1.36726 1.00554
N 0.05365 -0.05050 0.38689
C 1.01536 0.04729 -0.73611
C 0.08410 0.48066 -1.72930
C 2.30617 -0.29536 -0.65752
C -2.42778 0.30553 -0.96075
C -1.10969 0.37517 -1.08126
H 0.27561 0.87409 -2.71515
H 1.04701 0.94773 1.96794
H 0.17540 1.98622 0.80708
H 0.71007 -1.57906 1.70965
H -1.05260 -1.38902 1.53691
H -0.73178 1.02942 2.00148
H -0.10934 -2.12251 0.22318
H 2.75595 -0.58386 0.28186
H 2.93343 -0.28582 -1.53710
H -3.02346 -0.11653 -1.75971
H -2.94794 0.69862 -0.09723

Atoms 1-2, force components in eV/Å:
0.0288 -0.1961 -0.1472
0.1064 0.2435 -0.0956

Summary:
HOMO energy: -6.88 eV
HOMO-LUMO gap: 7.751 eV
charge: 0

Here are the Löwdin charges for atoms 1 to 4, given in e: -0.0426, -0.0429, -0.2472, -0.3553

***

Entry 3:
Entry from the OMol25 dataset: a cluster of 10 separate species, C22H64B4F16N6O6 in total in a non-equilibrium geometry (ωB97M-V/def2-TZVPD).

Geometry (Å):
C -11.43514 16.75941 -13.45168
C -12.08861 15.31481 -13.64132
O -12.60228 14.68335 -12.68445
N -12.39862 14.86404 -15.08380
H -13.20666 15.40412 -15.35856
H -11.72110 15.19720 -15.75468
C -12.29451 13.30595 -15.07118
H -10.78031 16.90101 -12.59189
H -12.28836 17.43689 -13.41785
H -10.87939 17.12262 -14.31616
H -12.28822 12.86809 -16.06935
H -13.13371 12.83033 -14.56361
H -11.35376 13.06287 -14.57721
C -7.21736 17.80295 -12.64350
C -7.13104 17.62050 -14.13150
O -8.10367 17.94429 -14.82612
N -5.84295 16.92805 -14.64400
H -5.36849 17.67846 -15.12553
H -5.21892 16.54564 -13.94798
C -6.17684 15.86231 -15.60886
H -7.76742 18.64294 -12.21929
H -6.23214 18.03831 -12.24094
H -7.45574 16.83647 -12.19943
H -6.45169 15.08546 -14.89537
H -5.21836 15.68632 -16.09717
H -6.91507 16.33196 -16.25889
C -10.73241 10.89716 -18.06568
C -9.90075 11.19547 -19.30843
C -8.35216 11.16473 -19.07354
O -7.82947 11.63714 -20.26377
C -6.50464 12.14202 -20.27247
N -10.30999 10.12666 -20.32869
H -9.76001 10.20524 -21.17217
H -10.20629 9.13250 -20.18381
H -11.23827 10.33198 -20.66964
H -11.80850 11.04498 -18.15669
H -10.26469 11.60810 -17.38459
H -10.59272 9.90838 -17.62876
H -10.10277 12.20557 -19.66479
H -8.02835 10.18221 -18.73017
H -8.22441 11.87717 -18.25855
H -5.75481 11.35094 -20.26453
H -6.32701 12.70719 -19.35752
H -6.21573 12.82184 -21.07400
C -17.46245 13.96090 -11.15390
C -16.45997 13.73970 -12.29376
C -15.35913 12.68174 -11.94412
O -15.76360 11.36773 -12.12051
C -14.65534 10.43315 -12.35786
N -17.13475 13.45387 -13.64682
H -17.68408 14.23003 -13.98729
H -16.54693 13.25035 -14.44253
H -17.54588 12.53193 -13.61366
H -17.90670 13.05547 -10.74046
H -18.07871 14.83678 -11.35682
H -16.84910 14.24369 -10.29837
H -15.89234 14.64174 -12.52227
H -15.07745 12.92256 -10.91905
H -14.42480 12.81391 -12.48969
H -14.85958 9.37484 -12.19552
H -13.82039 10.74278 -11.72930
H -14.35964 10.51450 -13.40382
C -8.29801 13.94534 -7.60100
C -8.04768 14.11153 -9.17941
C -9.17868 14.81431 -9.95730
O -8.92800 15.10532 -11.33758
C -8.80883 13.98469 -12.14550
N -6.77038 14.93975 -9.29117
H -6.16763 14.91681 -8.48106
H -6.23110 14.58212 -10.06665
H -7.07901 15.85056 -9.59985
H -7.43580 13.54641 -7.06663
H -9.18859 13.32412 -7.50585
H -8.62875 14.74323 -6.93609
H -7.80037 13.14472 -9.61785
H -9.45552 15.67777 -9.35241
H -10.02747 14.17326 -9.71918
H -9.49344 13.16662 -11.92150
H -7.82057 13.56086 -12.32385
H -9.23807 14.30281 -13.09558
C -10.20057 19.88553 -17.33751
C -10.34717 21.05344 -16.31260
C -9.86545 20.69124 -14.94387
O -10.22575 21.92087 -14.18698
C -10.27416 21.57179 -12.79793
N -9.44837 22.21908 -16.91996
H -9.15348 22.75028 -16.11314
H -8.53107 21.89060 -17.18598
H -9.96585 22.74737 -17.60787
H -11.03292 19.77938 -18.03323
H -10.02196 18.91180 -16.88138
H -9.39901 20.04209 -18.05938
H -11.37740 21.40932 -16.32161
H -8.79456 20.48813 -14.93799
H -10.24201 19.72749 -14.60111
H -9.37161 21.18054 -12.32844
H -11.05028 20.80650 -12.80605
H -10.64321 22.36918 -12.15288
B -13.56022 18.61815 -16.07270
F -12.81680 19.72522 -15.78547
F -14.21407 18.75479 -17.31179
F -12.80040 17.53100 -16.16033
F -14.49425 18.45750 -15.11052
B -10.73234 9.95650 -14.08945
F -10.41586 8.63677 -14.48025
F -9.84663 10.55503 -13.15342
F -10.64865 10.83106 -15.14443
F -12.03796 9.92741 -13.63382
B -15.21919 14.13156 -16.37950
F -14.90179 12.95062 -15.85281
F -15.15808 15.12641 -15.45257
F -14.29778 14.24023 -17.32718
F -16.49505 14.11080 -17.00066
B -9.34443 14.88083 -16.94030
F -9.13083 15.99030 -17.57761
F -8.29413 14.02641 -17.36259
F -9.20658 15.16128 -15.62069
F -10.61916 14.41672 -17.28740

Atoms 1-2, force components in eV/Å:
-0.3952 -1.1237 -1.0864
-1.8686 0.1874 3.0284

Summary:
HOMO energy: -12.85 eV
HOMO-LUMO gap: 6.896 eV
charge: +2

Here are the Löwdin charges for atoms 1 to 4, given in e: 0.0374, -0.2505, 0.0820, 0.1454

***

Entry 4:
Entry from the OMol25 dataset: the ion C5H14N with charge +1 in a non-equilibrium geometry (ωB97M-V/def2-TZVPD).

Geometry (Å):
C 0.49718 1.60650 0.36892
C -0.47295 0.58490 -0.36557
C -0.99309 1.21402 -1.59758
C -0.12016 -0.90687 -0.67941
C 0.73059 -1.54732 0.31383
N 0.38792 -0.96033 1.69576
H 0.18714 1.72474 1.40192
H 0.28810 2.62235 0.04636
H 1.49113 1.34886 -0.04585
H -1.33581 0.49655 0.30313
H -1.55440 0.28360 -2.00064
H -1.68015 2.08137 -1.45791
H -0.29327 1.59462 -2.29322
H -1.07058 -1.54121 -0.68856
H 0.30930 -1.02367 -1.65720
H 1.83477 -1.48146 0.10328
H 0.59382 -2.59138 0.62776
H -0.54849 -0.66429 1.62394
H 0.51675 -1.84482 2.15168
H 0.69678 0.00965 1.77392

Atoms 1-2, force components in eV/Å:
-0.4427 -1.2083 -1.8677
-0.1761 0.9917 1.5035

Summary:
HOMO energy: -14.99 eV
HOMO-LUMO gap: 11.543 eV
SMILES: CC(C)CC[NH3+]
charge: +1

Here are the Löwdin charges for atoms 1 to 4, given in e: -0.0434, -0.4323, -0.0868, -0.1758

***

Entry 5:
Entry from the OMol25 dataset: a structure of composition C11H14BN7SeZn in a non-equilibrium geometry (ωB97M-V/def2-TZVPD).

Geometry (Å):
C -0.28131 3.01076 0.98290
N -0.11803 1.75998 0.49654
N 0.04002 1.81271 -0.86345
C -0.02103 3.09001 -1.25358
C -0.23567 3.87798 -0.11897
B 0.26343 0.52281 -1.73191
N 1.39854 -0.39139 -1.19348
N 1.50767 -0.64320 0.15166
C 2.57551 -1.45102 0.33658
C 3.19697 -1.65477 -0.91214
C 2.42469 -0.96441 -1.84951
Zn -0.02268 0.03906 1.29657
N -1.06907 -0.28890 -1.80391
N -1.65297 -0.79096 -0.67031
C -2.80260 -1.39673 -1.06099
C -2.95121 -1.27459 -2.47205
C -1.81288 -0.57622 -2.89649
H -3.52422 -1.88670 -0.41932
H -1.47734 -0.25078 -3.86301
H -3.73675 -1.61323 -3.10274
H 0.54073 0.86598 -2.84044
H 2.51524 -0.81403 -2.91376
H 0.08886 3.29369 -2.29574
H 4.07441 -2.21761 -1.12091
H -0.35182 4.91982 -0.09732
H 2.88737 -1.85854 1.29212
H -0.42958 3.21092 2.04245
H -0.89832 -1.68855 1.22595
C -0.23276 -1.75545 2.19945
H 0.55573 -2.52143 2.05788
H 0.39465 -0.84355 3.00222
H -0.96634 -2.02225 2.98218
Se -0.00531 -0.01206 6.70146
C 0.01567 0.06477 4.93107
N 0.11036 0.44789 3.78100

Atoms 1-2, force components in eV/Å:
0.0767 -0.4293 -1.8014
-0.4256 0.4253 0.4203

Summary:
HOMO energy (spin up / spin down): -15.30 / -15.32 eV
HOMO-LUMO gap (spin up / spin down): 4.477 / 6.119 eV
charge: +2

Here are the Löwdin charges for atoms 1 to 4, given in e: -0.0592, -0.0809, -0.0169, -0.0135

***

Calculated energy above the lowest of the compared OMol25 structures with the same formula, charge and spin, 12.7 99.8 92.4 56.4 33.4 kcal/mol (same order as the records).